# 1
45
Properties=species:S:1:pos:R:3 method="wB97M-V/def2-TZVPD" smiles="CCCCC[C@H](C)NC(=O)C1=NO[C@H](C(O)(C(F)(F)F)C(F)(F)F)C1" homo_energy_ev=-9.9 homo_lumo_gap_ev=9.53
O 0.09394 2.21108 -0.79000
F -1.73327 3.65217 5.40378
F 0.24770 3.04522 4.71031
F -1.06984 4.07318 3.36171
F -3.24782 1.68320 5.71232
F -2.78906 -0.24559 4.75073
F -1.33314 0.80244 6.02132
N -1.25594 -0.49428 1.37707
O -1.04923 -0.42107 2.76771
O -2.79718 1.98211 2.76371
C -0.36858 1.09994 -0.47291
C -0.76551 0.62073 0.89867
N -0.52254 0.11799 -1.46610
C 1.87043 -4.50611 -2.31703
C -1.05608 1.02507 -3.73462
C -1.07206 3.12022 4.36853
C -2.26447 0.96328 5.09243
C -0.12988 1.44371 1.90559
C 2.29521 -3.11225 -1.74386
C 1.97122 -2.18511 -2.86775
C 2.32269 -0.67800 -2.53023
C 1.24224 0.19783 -3.16459
C -0.66124 0.88806 3.20398
C -0.26546 0.09571 -2.83683
C -1.68896 1.81766 3.83304
H -3.09970 1.13200 2.52416
H -1.14937 -0.63299 -1.14009
H 1.81617 -4.60515 -3.31422
H 2.53581 -5.34259 -1.86482
H 0.71494 -4.59899 -2.07617
H -1.07775 2.07129 -3.34498
H -0.64202 1.07866 -4.68863
H -2.12137 0.64075 -3.78443
H -0.47949 2.44278 1.60963
H 0.99674 1.45428 1.92896
H 3.33540 -3.08417 -1.45782
H 1.71895 -2.87770 -0.85200
H 1.00140 -2.39709 -3.12801
H 2.47089 -2.58844 -3.77654
H 3.29749 -0.55545 -2.94722
H 2.33938 -0.48183 -1.39664
H 1.56123 1.20960 -3.02598
H 1.25485 0.11921 -4.28551
H 0.12905 0.72425 3.96710
H -0.57579 -0.90563 -3.19376


# 2
110
Properties=species:S:1:pos:R:3 method="wB97M-V/def2-TZVPD" charge=-1 homo_energy_ev=-5.0 homo_lumo_gap_ev=7.14
Cd 12.26259 8.75673 15.91830
C 11.11100 10.93962 21.13828
N 11.58398 10.09487 20.07571
C 11.99057 8.81732 20.25944
C 12.43988 8.34782 19.04867
N 12.33772 9.36875 18.14281
C 11.80312 10.40420 18.76217
P 11.37768 11.98228 17.89971
C 10.13938 11.30506 16.72893
N 10.28880 10.37557 15.79200
C 9.09243 10.19950 15.16800
C 8.19238 11.05110 15.73234
N 8.83863 11.74532 16.72016
C 8.17832 12.70963 17.63147
C 12.87047 12.30259 16.84516
N 13.24752 11.67455 15.76157
C 14.25935 12.33407 15.21093
C 14.60234 13.39739 16.01858
N 13.69647 13.40616 17.04239
C 13.71684 14.30086 18.21042
H 10.03874 10.94424 21.29694
H 11.60836 10.64607 22.06082
H 11.45315 11.96279 20.92214
H 11.91806 8.35256 21.20541
H 12.84756 7.38881 18.81262
H 8.94836 9.49387 14.35718
H 7.14715 11.25373 15.50613
H 7.15270 12.85025 17.28571
H 8.15504 12.29177 18.62780
H 8.72457 13.65254 17.64969
H 14.65717 12.03869 14.23994
H 15.32404 14.19537 15.91955
H 14.67221 14.80927 18.19401
H 12.90173 15.01041 18.26341
H 13.68068 13.70613 19.11785
C 19.50044 5.42542 17.44030
C 19.20056 5.86051 15.99215
C 20.35453 6.61755 15.33985
C 20.70364 7.85814 16.10079
C 19.46757 8.70562 16.24379
C 19.60873 10.06339 16.36360
C 18.46016 10.84341 16.37194
F 18.64317 12.17236 16.47681
C 17.19431 10.32867 16.25222
C 17.04631 8.93053 16.15400
C 15.67858 8.39255 16.13862
O 14.73013 9.18177 16.17754
C 15.62830 6.94472 16.10719
C 16.78621 6.24702 16.07114
N 18.02334 6.76705 15.98414
C 18.18671 8.12284 16.09787
C 14.33905 6.11273 16.18927
O 14.49239 4.89281 16.14534
O 13.24468 6.72581 16.28847
H 20.43892 4.85241 17.52130
H 18.71236 4.77348 17.78407
H 19.51689 6.30272 18.09442
H 18.98614 4.98236 15.35132
H 20.00919 6.83191 14.32739
H 21.18413 5.90304 15.24426
H 21.49580 8.39319 15.57324
H 21.11568 7.58211 17.08771
H 20.58056 10.55670 16.51096
H 16.33596 10.95496 16.25438
H 16.71214 5.18160 16.09098
N 9.23342 5.47600 24.14377
C 9.02810 6.26910 23.02265
C 9.34552 5.80200 21.71794
C 9.15071 6.62689 20.62517
C 8.57014 7.87756 20.79721
C 8.30580 8.35754 22.05411
C 8.54334 7.56587 23.17109
S 8.08331 8.86001 19.39578
O 6.79631 8.29665 19.02047
O 8.07699 10.23466 19.85715
N 9.26082 8.64937 18.37003
C 9.19156 7.79978 17.30758
S 7.71202 6.92661 16.92418
C 8.48519 6.21713 15.57658
C 9.75751 6.64635 15.48798
N 10.17689 7.56431 16.46411
H 9.87584 4.71289 24.04288
H 9.37930 5.97352 25.01696
H 9.75164 4.81813 21.54162
H 9.41958 6.28855 19.63722
H 7.86115 9.35506 22.20010
H 8.37994 7.95954 24.17121
H 7.92306 5.57678 14.94314
H 10.45907 6.28377 14.76457
C 12.18092 10.54795 9.21479
C 12.43042 9.11250 9.61200
C 13.43037 8.38479 8.94747
C 13.73193 7.10318 9.36449
Cl 14.91834 6.19583 8.49670
C 13.10939 6.51228 10.48160
C 12.07588 7.23339 11.08308
C 11.71072 8.50380 10.64001
O 10.73541 9.15426 11.30823
C 11.18006 10.21360 12.14434
C 12.42080 9.83427 13.00915
O 13.39980 10.59496 12.88946
O 12.30709 8.79231 13.72095
H 12.50197 10.69436 8.17841
H 12.77035 11.23162 9.85182
H 11.11539 10.79965 9.31442
H 14.03218 8.80365 8.15823
H 13.33036 5.51927 10.78603
H 11.53293 6.84381 11.93231
H 10.37084 10.43112 12.81534
H 11.41890 11.14161 11.60861


# 3
13
Properties=species:S:1:pos:R:3 method="wB97M-V/def2-TZVPD" homo_energy_ev="-7.9 / -7.9" homo_lumo_gap_ev="7.35 / 7.36"
C 1.34991 -1.36834 -0.01797
C 0.03091 -1.85394 -0.00231
C 1.70489 -0.07707 0.13591
C -1.70440 1.65407 -0.04420
N -0.80519 0.54691 0.10041
S -1.34962 -0.91977 -0.03014
Br 3.52629 0.40704 -0.02974
H 2.12369 -2.10428 -0.19482
H -0.15658 -2.91300 -0.04549
H 1.06406 0.73950 0.38484
H -1.99241 1.79276 -1.09082
H -2.61731 1.54903 0.55010
H -1.17422 2.54708 0.28424


Relative energy (zero: lowest compared OMol25 entry of this formula, charge and spin) list, top to bottom, in kcal per mole: 0.0 1.6 63.3